Below is 2 unconnected molecules or ions with the total composition C22H31N5O3S, with properties calculated with ωB97M-V/def2-TZVPD.

Geometry as ORCA input:
```
! wB97M-V def2-TZVPD RIJCOSX def2/J DEFGRID3
* xyz 0 1
C -0.26 -5.43 -1.72
H -4.64 6.87 2.02
H 4.56 -4.61 0.91
H 0.20 -2.94 -2.93
H 0.81 -3.31 2.03
H 0.58 -5.21 -2.38
O -2.16 2.93 2.52
H 3.22 -5.48 0.14
C 0.73 -8.06 -1.87
C -0.36 3.04 1.09
H -2.90 6.80 2.36
C 2.63 -3.99 1.56
N -2.43 4.52 0.94
H -1.42 -1.35 -1.18
H -0.68 -5.35 0.39
H -1.07 -4.75 -1.96
N 1.36 -3.68 1.27
S -0.82 -7.12 -2.06
C -1.70 3.49 1.54
C -3.70 4.99 1.52
C 0.17 -5.17 -0.27
H 1.08 -7.99 -0.84
H -1.91 7.02 -1.30
H -4.54 4.67 0.88
O 3.06 -3.83 2.69
C 0.70 -3.74 -0.05
H 1.48 -7.66 -2.55
H 3.61 -3.81 -0.35
H -1.24 6.90 0.33
C 2.22 2.14 0.34
H 4.67 0.07 -0.30
H 0.95 -5.89 0.00
H -3.30 8.25 0.40
H 2.92 -1.55 0.22
H 1.18 -1.62 -2.23
H -2.93 4.78 -1.09
O -1.20 -2.55 0.82
N -0.64 -1.99 -1.24
C -2.14 5.07 -0.39
C -2.08 6.60 -0.30
H 0.49 5.03 0.87
C -0.44 -2.71 -0.13
C 2.67 -0.50 0.27
C -3.38 7.16 0.28
C 3.68 0.44 -0.04
H 2.73 4.22 0.19
H -0.27 -1.25 -3.17
C 0.17 -1.96 -2.46
H 1.43 -3.52 -0.82
N 1.42 -0.13 0.60
H -1.20 4.70 -0.81
C 3.56 -4.51 0.48
H -0.83 0.93 1.28
C 0.67 3.96 0.79
C 1.20 1.20 0.65
H -3.89 4.57 2.51
C -3.68 6.51 1.64
N 3.46 1.76 -0.02
C -0.07 1.66 1.02
C 1.94 3.51 0.41
H -4.21 6.96 -0.40
H 0.54 -9.10 -2.11
*
```

Computed properties:
total energy	-47746.4760	eV
lowest unoccupied orbital energy	-0.76	eV
highest occupied orbital energy	-8.78	eV
structure (SMILES)	O=C(c1ccc2nccnc2c1)N1CCCCC1.CNC(=O)[C@H](CCSC)NC(C)=O